# 1
Molecular formula: C27H26N2NiOP2S2
Method: DFT, ωB97M-V/def2-TZVPD

Calculated values
Strongest force on any atom ... 1.185 eV Å⁻¹
Spin multiplicity ... 3
Charge ... 0

XYZ file:
```
61
Properties=species:S:1:pos:R:3:mulliken_charge:R:1
Ni -1.906 -0.314 1.487 0.106
S -2.348 -2.027 -0.002 -0.527
P -0.351 -1.627 -0.085 1.716
C 0.047 -0.090 0.561 -1.341
P -0.570 1.228 -0.378 2.188
S -2.390 1.762 0.373 -0.737
C 0.578 2.630 -0.225 -0.213
C 1.914 2.389 0.080 -0.031
C 2.811 3.448 0.165 -0.629
C 2.372 4.748 -0.048 -0.451
C 1.037 4.993 -0.346 -0.643
C 0.141 3.937 -0.435 -0.533
C -0.786 1.085 -2.183 0.192
C 0.272 1.357 -3.049 -0.457
C 0.103 1.221 -4.421 -0.664
C -1.123 0.820 -4.934 -0.453
C -2.178 0.543 -4.075 -0.747
C -2.012 0.671 -2.703 -0.242
C 0.522 -2.870 0.925 0.336
C 1.469 -2.480 1.863 -0.068
C 2.167 -3.443 2.588 -0.677
C 1.921 -4.790 2.373 -0.381
C 0.970 -5.185 1.438 -0.705
C 0.270 -4.228 0.718 -0.525
C 0.327 -2.016 -1.740 0.426
C 1.687 -1.765 -1.943 -0.508
C 2.275 -2.056 -3.165 -0.666
C 1.508 -2.593 -4.194 -0.440
C 0.158 -2.839 -3.998 -0.676
C -0.435 -2.551 -2.771 -0.204
H 2.229 1.369 0.272 0.374
H 3.851 3.259 0.404 0.418
H 3.071 5.574 0.026 0.372
H 0.694 6.009 -0.508 0.394
H -0.904 4.118 -0.661 0.367
H 1.231 1.673 -2.653 0.399
H 0.930 1.434 -5.089 0.407
H -1.256 0.724 -6.006 0.396
H -3.135 0.223 -4.473 0.401
H -2.829 0.456 -2.027 0.285
H 1.643 -1.421 2.016 0.368
H 2.907 -3.138 3.319 0.394
H 2.471 -5.538 2.935 0.368
H 0.773 -6.238 1.274 0.381
H -0.482 -4.525 -0.005 0.349
H 2.274 -1.342 -1.135 0.308
H 3.330 -1.863 -3.319 0.416
H 1.967 -2.818 -5.151 0.387
H -0.442 -3.250 -4.803 0.406
H -1.493 -2.728 -2.609 0.398
C -2.452 1.944 6.468 -0.995
N -2.177 0.875 5.527 -0.164
C -2.182 1.012 4.186 0.712
N -2.354 2.248 3.680 -0.256
O -2.032 -0.004 3.469 -0.755
H -2.444 1.531 7.472 0.319
H -3.430 2.396 6.292 0.345
H -1.688 2.722 6.426 0.300
H -2.114 -0.072 5.850 0.269
H -2.253 3.061 4.260 0.225
H -2.152 2.351 2.689 -0.035
```

# 2
Molecular formula: CH4BrN2
Method: DFT, ωB97M-V/def2-TZVPD

Calculated values
Strongest force on any atom ... 4.070 eV Å⁻¹
Structure (SMILES) ... N/C=[NH+]/Br
Spin multiplicity ... 1
Charge ... +1

XYZ file:
```
8
Properties=species:S:1:pos:R:3:mulliken_charge:R:1
N 1.300 -0.114 0.030 -0.256
C 0.028 -0.450 -0.028 0.286
N -1.021 0.390 -0.179 -0.378
Br -2.840 0.054 -0.189 0.176
H 2.106 -0.623 0.357 0.264
H 1.375 0.857 -0.064 0.213
H -0.089 -1.556 -0.091 0.325
H -0.859 1.442 0.164 0.371
```

# 3
Molecular formula: C38H95MnO19
Method: DFT, ωB97M-V/def2-TZVPD

Calculated values
Strongest force on any atom ... 3.444 eV Å⁻¹
Spin multiplicity ... 6
Charge ... +1

XYZ file:
```
153
Properties=species:S:1:pos:R:3:mulliken_charge:R:1
Mn 2.199 4.509 -1.682 0.845
C 1.721 0.241 -0.262 -1.139
C 1.121 1.727 0.095 0.357
O 1.557 2.877 -0.568 0.096
H 1.510 -0.636 0.350 0.292
H 2.798 0.409 -0.290 0.304
H 1.565 0.023 -1.319 0.093
H 1.252 1.890 1.165 0.394
H 0.051 1.556 -0.020 -0.550
C -4.376 -4.135 -6.140 -0.863
O -3.188 -3.814 -5.595 -0.277
C -3.332 -3.261 -4.293 -0.916
C -2.131 -2.579 -3.790 0.828
O -1.307 -3.468 -3.051 -0.507
C -0.190 -2.805 -2.610 0.374
H -5.103 -4.687 -5.545 0.324
H -4.236 -4.572 -7.129 0.267
H -4.938 -3.218 -6.317 0.355
H -3.486 -4.037 -3.544 0.367
H -4.134 -2.535 -4.155 0.454
H -2.436 -1.783 -3.110 -0.001
H -1.558 -2.170 -4.623 -0.304
H 0.317 -2.486 -3.521 -0.125
H 0.450 -3.452 -2.011 0.105
H -0.437 -1.962 -1.964 -0.053
C 7.160 -6.590 1.206 -0.749
O 5.871 -6.202 1.418 -0.274
C 5.626 -4.853 1.492 -0.672
C 4.185 -4.796 2.032 -0.108
O 3.210 -5.030 0.990 -0.418
C 2.932 -3.903 0.179 -0.592
H 7.309 -6.321 0.160 0.306
H 7.316 -7.666 1.285 0.233
H 7.842 -6.047 1.860 0.302
H 5.777 -4.323 0.551 0.334
H 6.300 -4.366 2.197 0.416
H 3.933 -3.876 2.560 0.137
H 4.118 -5.557 2.810 0.319
H 3.050 -3.031 0.822 0.267
H 1.949 -4.059 -0.264 0.117
H 3.525 -3.717 -0.717 0.378
C -0.501 4.660 -3.761 -0.656
O 0.183 4.766 -2.565 -0.165
C -0.468 5.821 -1.756 -0.929
C -0.077 5.725 -0.309 0.304
O 1.358 5.937 -0.234 -0.453
C 1.814 6.283 1.105 -1.094
H -1.424 4.096 -3.627 0.156
H 0.147 4.088 -4.424 0.051
H -0.870 5.558 -4.257 0.389
H -1.552 5.748 -1.667 0.493
H -0.211 6.820 -2.108 0.490
H -0.410 4.733 -0.003 -0.445
H -0.552 6.505 0.286 0.750
H 1.512 7.218 1.578 0.364
H 2.896 6.408 1.132 0.325
H 1.597 5.472 1.800 0.399
C -1.517 -4.662 6.287 -0.713
O -0.175 -4.548 5.797 -0.372
C -0.074 -4.596 4.352 0.048
C 1.155 -3.788 3.927 -0.096
O 0.721 -2.431 3.945 -0.219
C 1.801 -1.538 3.767 -0.309
H -1.451 -4.557 7.370 0.297
H -1.938 -5.667 6.318 0.325
H -2.245 -3.997 5.821 0.240
H -1.009 -4.298 3.878 -0.338
H 0.091 -5.650 4.129 0.407
H 1.353 -3.877 2.858 0.060
H 1.998 -4.028 4.575 0.515
H 1.494 -0.501 3.629 -0.172
H 2.449 -1.744 2.915 0.089
H 2.275 -1.618 4.746 0.419
C -7.488 -3.180 3.316 -0.746
O -6.046 -3.591 3.331 -0.358
C -5.187 -2.450 3.161 -0.364
C -3.813 -2.774 2.508 -0.406
O -2.896 -1.653 2.332 -0.031
C -1.760 -1.992 1.501 -0.555
H -8.050 -4.111 3.248 0.288
H -7.849 -2.518 2.529 0.304
H -7.863 -2.645 4.188 0.327
H -4.987 -2.103 4.175 0.294
H -5.616 -1.597 2.634 0.170
H -4.041 -3.191 1.527 0.316
H -3.301 -3.541 3.088 0.089
H -2.146 -2.213 0.506 0.428
H -1.426 -2.947 1.907 0.176
H -0.941 -1.273 1.505 -0.051
C 3.092 3.454 -4.704 -1.037
O 2.824 3.156 -3.292 0.352
C 3.901 2.499 -2.719 -0.424
C 4.912 3.491 -2.000 -0.539
O 4.145 4.048 -0.990 -0.087
C 4.827 4.516 0.137 -0.947
H 2.391 4.044 -5.294 0.306
H 3.054 2.509 -5.245 0.291
H 3.965 4.097 -4.819 0.358
H 4.464 1.807 -3.345 0.669
H 3.472 1.847 -1.958 -0.242
H 5.220 4.212 -2.756 0.221
H 5.774 3.002 -1.547 0.543
H 5.644 3.866 0.447 0.357
H 4.116 4.594 0.959 0.203
H 5.186 5.501 -0.161 0.345
C 3.002 -1.843 -6.473 -0.537
O 1.919 -1.713 -7.412 -0.448
C 0.648 -1.785 -6.814 -0.469
C 0.256 -0.443 -6.154 -0.749
O 0.708 -0.225 -4.873 -0.072
C 0.279 0.972 -4.152 -0.718
H 3.819 -2.167 -7.117 0.310
H 2.934 -2.642 -5.735 0.272
H 3.283 -0.917 -5.971 0.081
H 0.500 -2.513 -6.017 0.279
H 0.000 -2.106 -7.630 0.389
H -0.828 -0.485 -6.255 0.429
H 0.450 0.413 -6.801 0.474
H -0.716 0.964 -3.708 0.384
H 0.344 1.873 -4.762 0.358
H 0.936 1.217 -3.318 -0.117
C -5.391 0.852 -0.207 -0.746
O -4.128 0.632 -0.809 -0.465
C -3.013 1.212 -0.286 0.317
C -2.817 2.684 -0.680 0.722
O -3.630 3.509 0.090 -0.484
C -3.145 3.857 1.372 -0.334
H -5.288 0.505 0.821 0.215
H -6.231 0.259 -0.568 0.298
H -5.578 1.926 -0.181 0.262
H -2.213 0.633 -0.748 -0.145
H -2.798 1.067 0.773 0.141
H -3.094 2.737 -1.733 0.275
H -1.745 2.880 -0.654 -0.581
H -2.771 2.989 1.916 0.218
H -3.928 4.310 1.980 0.393
H -2.422 4.665 1.268 -0.039
C -0.857 1.418 3.183 0.227
O -1.586 2.231 4.109 -0.405
C -0.943 3.406 4.430 0.111
C -1.779 4.125 5.566 -0.651
O -1.745 3.366 6.811 -0.355
C -0.485 3.357 7.483 -0.569
H -0.951 1.886 2.204 -0.365
H -1.280 0.415 3.116 0.152
H 0.192 1.351 3.471 0.259
H -0.837 4.058 3.563 -0.152
H 0.081 3.151 4.705 0.290
H -2.820 4.204 5.251 0.257
H -1.456 5.153 5.733 0.415
H 0.274 3.224 6.712 0.260
H -0.475 2.517 8.177 0.224
H -0.413 4.313 8.002 0.264
```

# 4
Molecular formula: C3H2O3Tb
Method: DFT, ωB97M-V/def2-TZVPD

Calculated values
Strongest force on any atom ... 7.358 eV Å⁻¹
Spin multiplicity ... 8
Charge ... +2

XYZ file:
```
9
Properties=species:S:1:pos:R:3:mulliken_charge:R:1
O -0.226 1.033 1.867 -0.700
C 0.459 0.462 0.965 0.238
C -0.210 -0.403 0.061 0.330
O -1.575 -0.268 -0.037 -0.683
Tb -2.432 0.710 1.772 2.168
H 1.484 0.791 0.747 0.423
C -0.023 -0.451 -1.293 0.145
O 1.055 -0.499 -2.015 -0.342
H 1.468 -1.374 -2.067 0.422
```

Energy above the lowest of the compared OMol25 structures with the same formula, charge and spin values, unit kcal/mol, following the record order: 0.0, 39.2, 120.1, 83.0.